No. 1
{"formula": "C3H11NO2", "method": "ωB97M-V with the def2-TZVPD basis set", "symbols": ["C", "O", "C", "H", "H", "H", "H", "H", "H", "N", "C", "O", "H", "H", "H", "H", "H"], "xyz": [[-3.023, 0.629, 0.482], [-4.131, 1.496, 0.481], [-2.110, 0.090, -0.576], [-2.393, 1.089, 1.243], [-3.652, -0.176, 0.892], [-3.998, 2.445, 0.592], [-2.537, -0.550, -1.243], [-1.842, 0.896, -1.308], [-1.079, -0.289, -0.288], [3.832, -0.954, -0.813], [2.656, -0.530, -0.154], [2.723, 0.212, 1.050], [4.785, -0.726, -0.485], [3.807, -1.941, -0.735], [2.086, 0.122, -0.877], [2.068, -1.444, -0.102], [2.809, -0.369, 1.841]], "forces_ev_per_a": [[-0.354, -0.676, 3.543], [-1.348, 1.299, -2.159], [2.133, 3.242, -1.517], [0.433, -0.671, 0.436], [1.415, -0.744, 0.279], [0.710, -0.258, -0.292], [-1.405, -2.437, -1.403], [-0.011, -0.035, 0.633], [-1.559, 0.283, 0.483], [1.725, -0.244, 2.624], [-2.065, 2.332, 0.707], [0.573, -1.214, -1.062], [-0.286, 1.173, -0.400], [0.153, -1.912, -1.739], [0.262, -0.377, 0.239], [-0.544, -0.071, 0.389], [0.168, 0.310, -0.761]], "multiplicity": 2, "lumo_ev": [-4.131, -10.058], "gap_ha": [0.298, 0.080], "largest_force_ev_per_a": 4.17, "e_tot_ev": -8862.2851, "charge": 1}



No. 2
{"formula": "C14H19FeN5O5S", "method": "ωB97M-V with the def2-TZVPD basis set", "symbols": ["Fe", "O", "C", "C", "N", "C", "C", "O", "O", "C", "C", "O", "O", "H", "H", "H", "H", "H", "H", "H", "H", "H", "C", "C", "N", "N", "C", "N", "S", "C", "C", "C", "C", "C", "N", "H", "H", "H", "H", "H", "H", "H", "H", "H", "H"], "xyz": [[-0.260, -0.165, 0.210], [-0.531, 1.974, -0.128], [0.540, 2.920, -0.361], [1.447, 3.174, 0.838], [2.184, 2.064, 1.389], [3.142, 1.351, 0.570], [2.638, 0.238, -0.328], [3.394, -0.569, -0.822], [1.350, 0.269, -0.691], [1.748, 1.433, 2.616], [0.731, 0.413, 2.229], [-0.513, 0.688, 2.116], [1.120, -0.690, 1.746], [-1.044, 2.246, 0.647], [0.082, 3.863, -0.667], [1.096, 2.513, -1.199], [0.855, 3.608, 1.648], [2.145, 3.956, 0.510], [3.927, 0.931, 1.200], [3.633, 2.072, -0.093], [1.338, 2.165, 3.312], [2.595, 0.926, 3.079], [0.052, -1.540, -3.798], [-0.079, -1.381, -2.329], [-0.807, -0.535, -1.717], [-1.732, 0.296, -2.281], [-2.742, 0.590, -1.435], [-3.759, 1.306, -1.900], [-2.680, 0.049, 0.175], [0.561, -2.304, -1.351], [1.532, -3.217, -1.667], [1.944, -4.096, -0.671], [1.345, -4.041, 0.569], [0.404, -3.054, 0.820], [0.015, -2.191, -0.116], [-0.803, -1.135, -4.337], [0.161, -2.588, -4.071], [0.952, -1.007, -4.117], [-1.712, 0.538, -3.259], [-3.871, 1.515, -2.878], [-4.525, 1.519, -1.284], [1.975, -3.233, -2.652], [2.729, -4.814, -0.872], [1.617, -4.729, 1.357], [-0.045, -2.939, 1.796]], "forces_ev_per_a": [[-0.928, -0.211, -1.586], [0.134, -0.042, 0.001], [-0.097, -0.163, -0.003], [-0.104, -0.032, 0.091], [0.267, -0.065, -0.164], [-0.093, 0.393, 0.359], [-0.708, -0.735, -0.713], [0.091, 0.246, 0.277], [0.617, -0.028, 0.340], [0.187, 0.158, 0.267], [-0.717, -0.733, 0.167], [0.569, 0.265, 0.054], [0.334, 0.528, 0.282], [0.071, -0.008, 0.105], [0.013, 0.039, 0.019], [0.023, 0.003, -0.015], [0.011, 0.027, -0.020], [0.026, -0.017, 0.018], [-0.008, -0.014, -0.011], [0.003, -0.023, -0.002], [-0.004, 0.046, -0.065], [0.011, 0.067, 0.035], [0.013, 0.008, -0.035], [-0.164, -0.333, 0.237], [0.323, 0.577, 0.006], [0.039, -0.167, 0.174], [-0.088, -0.022, 0.211], [-0.087, 0.001, -0.079], [-0.116, -0.146, 0.034], [-0.413, 0.371, -0.148], [0.033, -0.156, -0.022], [0.089, -0.065, -0.044], [-0.031, -0.073, 0.016], [-0.233, 0.084, -0.077], [0.846, 0.102, 0.283], [0.015, 0.009, 0.003], [0.005, 0.009, 0.015], [-0.018, -0.022, -0.020], [0.035, 0.014, -0.044], [0.007, 0.024, 0.003], [0.023, 0.007, 0.030], [-0.005, -0.007, 0.016], [-0.030, 0.000, 0.001], [0.003, 0.020, -0.005], [0.057, 0.064, 0.006]], "multiplicity": 2, "lumo_ev": [-4.027, -3.708], "gap_ha": [0.251, 0.263], "largest_force_ev_per_a": 1.85, "e_tot_ev": -77730.1336, "charge": 1}



No. 3
{"formula": "C4H8OS", "method": "ωB97M-V with the def2-TZVPD basis set", "symbols": ["C", "C", "C", "C", "H", "H", "H", "H", "H", "H", "H", "H", "O", "S"], "xyz": [[0.195, 2.031, 0.009], [0.650, -0.466, -0.235], [1.630, -1.434, -0.377], [-0.679, -0.670, 0.370], [1.396, 2.394, 0.661], [-0.776, 1.527, 0.855], [-0.465, 3.056, -1.021], [2.632, -1.207, -0.967], [1.478, -2.524, -0.140], [-0.725, 0.173, 1.131], [-0.840, -1.774, 0.677], [-3.047, -1.618, 0.278], [0.701, 0.713, -0.691], [-2.151, -0.199, -0.549]], "forces_ev_per_a": [[0.038, -1.285, 1.178], [0.159, -4.995, 0.869], [0.539, 0.942, -1.194], [-0.297, -1.912, 2.309], [-4.337, -0.642, -2.158], [3.173, 2.912, -2.699], [2.337, -3.373, 3.115], [-2.291, -0.236, 1.501], [-0.143, 1.559, -0.101], [0.265, -2.464, 0.471], [0.516, 2.296, 0.178], [1.652, 3.354, -2.036], [0.951, 7.362, -2.213], [-2.560, -3.519, 0.778]], "lumo_ev": -0.637, "gap_ha": 0.289, "largest_force_ev_per_a": 7.75, "e_tot_ev": -17151.4075}



No. 4
{"formula": "C31H33AlBBrCl5F2LiN3O8S2", "method": "ωB97M-V with the def2-TZVPD basis set", "symbols": ["O", "B", "O", "O", "C", "C", "N", "N", "C", "C", "C", "C", "S", "C", "S", "N", "C", "C", "C", "C", "C", "C", "C", "C", "C", "C", "C", "C", "C", "H", "H", "H", "H", "H", "H", "H", "H", "H", "H", "H", "H", "H", "H", "H", "H", "H", "H", "H", "H", "H", "F", "Li", "Cl", "Al", "Br", "C", "Cl", "Cl", "Cl", "Cl", "C", "C", "C", "O", "C", "C", "C", "O", "H", "H", "H", "H", "F", "C", "C", "O", "O", "H", "H", "H", "C", "C", "O", "H", "H", "H", "H", "H"], "xyz": [[4.809, -3.973, 0.683], [5.814, -3.078, 0.030], [6.962, -3.685, -0.729], [5.757, -1.603, 0.039], [4.508, -1.085, -0.543], [4.108, -1.401, -2.054], [2.938, -1.027, -2.842], [2.132, -0.247, -2.099], [2.251, 0.238, -0.729], [1.075, 1.247, -0.129], [-0.453, 0.787, -0.504], [-1.250, 0.268, 0.860], [-2.990, 0.955, 0.751], [-3.895, 0.363, -0.781], [-3.488, 1.102, -2.297], [-4.922, -0.745, -0.720], [-5.645, -0.955, -2.033], [-5.213, -2.306, -2.918], [-5.947, -2.659, -4.370], [-7.137, -1.670, -4.987], [-7.526, -0.310, -4.099], [-6.805, 0.053, -2.661], [-5.862, -0.617, 0.458], [-6.360, -2.032, 1.176], [-7.381, -2.065, 2.480], [-7.945, -0.620, 3.101], [-7.496, 0.806, 2.402], [-6.469, 0.772, 1.083], [3.456, -0.143, 0.258], [5.039, -4.090, 1.663], [6.873, -3.302, -1.672], [4.902, -2.064, -2.656], [1.256, 0.063, -2.625], [1.198, 1.393, 1.039], [1.304, 2.316, -0.603], [-0.544, 0.035, -1.397], [-1.029, 1.772, -0.843], [-0.746, 0.765, 1.805], [-1.181, -0.902, 0.944], [-4.386, -3.009, -2.448], [-5.578, -3.628, -4.916], [-7.664, -1.948, -6.000], [-8.359, 0.373, -4.563], [-7.128, 1.037, -2.097], [-5.973, -3.066, 0.765], [-7.717, -3.092, 2.983], [-8.641, -0.673, 4.041], [-7.877, 1.850, 2.831], [-6.158, 1.786, 0.578], [3.567, 0.197, 1.366], [-3.141, -1.561, -4.165], [-9.141, -2.155, -6.912], [1.459, -1.046, 1.006], [-4.841, -3.519, -0.228], [8.359, -2.319, -0.767], [-11.141, 2.262, 2.642], [-12.556, 1.663, 1.740], [-11.320, 1.854, 4.367], [-9.663, 1.502, 2.001], [-11.026, 4.031, 2.459], [6.692, 4.566, -0.327], [7.382, 4.187, 0.753], [7.484, 2.765, 1.137], [8.113, 2.418, 2.127], [6.796, 1.779, 0.281], [6.106, 2.158, -0.799], [6.004, 3.580, -1.183], [5.375, 3.927, -2.173], [6.607, 5.605, -0.622], [7.893, 4.898, 1.391], [6.881, 0.740, 0.576], [5.595, 1.447, -1.437], [-8.856, 0.123, 5.377], [1.274, -4.520, -0.959], [0.014, -5.346, -1.149], [-0.945, -4.746, -1.710], [0.088, -6.531, -0.719], [1.148, -3.506, -1.350], [1.517, -4.453, 0.105], [2.110, -4.992, -1.485], [11.619, 3.866, 3.966], [10.220, 4.417, 4.294], [10.265, 5.725, 4.095], [12.392, 4.296, 4.615], [11.634, 2.780, 4.117], [11.900, 4.055, 2.923], [9.996, 4.049, 5.308], [9.524, 3.818, 3.687]], "forces_ev_per_a": [[3.996, 2.366, -0.224], [-3.012, 0.146, 1.642], [-3.918, -0.280, -0.868], [-2.344, -2.671, -1.423], [-4.090, 2.596, -0.603], [-0.667, 0.067, -0.273], [5.352, -1.330, 4.600], [-1.319, 2.726, 3.396], [0.144, -0.487, 0.541], [0.806, 1.357, -1.362], [-0.292, 1.235, 0.557], [1.386, -0.629, -1.620], [-0.783, -0.999, 0.131], [1.276, 0.636, -2.872], [-1.298, -2.008, 3.423], [-1.210, 1.839, -0.022], [-1.960, -1.488, -4.421], [-2.118, 3.259, -1.212], [-1.376, 2.916, 1.724], [2.886, 0.520, 5.168], [2.278, -2.253, 1.165], [0.741, -3.266, -2.244], [-3.405, -0.607, 3.901], [-1.673, 3.778, 2.036], [1.255, 3.845, -1.965], [3.142, -1.047, -4.191], [3.644, -4.146, -1.299], [-0.688, -2.917, 1.332], [1.583, -2.735, -4.527], [-0.658, 0.271, -1.875], [-0.514, -1.473, 1.157], [-2.074, 1.594, 1.294], [1.579, -0.644, 1.208], [-0.046, -0.514, -2.741], [-0.553, -2.145, 0.696], [0.278, 1.206, 1.889], [1.332, -2.169, 0.660], [-1.424, -0.953, -1.855], [-0.385, 2.458, -0.042], [-1.562, 1.646, -1.790], [-0.810, 2.255, 1.117], [1.565, 0.651, 1.852], [1.867, -1.242, 1.256], [0.758, -2.331, -1.293], [-2.960, 2.774, 2.621], [0.925, 2.553, -1.323], [0.836, 1.081, -0.296], [2.310, -2.909, -0.641], [-0.586, -2.214, 1.103], [-0.094, -0.269, -2.651], [-0.770, -0.156, 0.417], [0.034, 0.033, 0.324], [-0.172, -2.250, 1.025], [2.760, -0.787, -1.912], [4.037, 2.700, 0.296], [-0.402, -0.095, 0.413], [0.003, 0.105, 0.024], [0.198, 0.123, -0.784], [-3.344, 0.753, -0.429], [-0.027, -0.187, -0.040], [0.236, 0.045, 0.345], [-0.123, 0.406, -0.242], [0.510, -0.227, 0.788], [-0.494, 0.132, -0.739], [-0.270, -0.127, -0.364], [0.159, -0.315, 0.235], [-0.393, 0.327, -0.650], [0.350, -0.237, 0.573], [-0.013, -0.035, -0.013], [0.037, -0.039, 0.046], [0.002, -0.020, 0.001], [0.000, 0.026, 0.008], [-0.233, -0.251, -0.256], [0.589, 0.653, 0.004], [-0.532, -0.503, -0.037], [0.014, -0.514, 0.428], [-0.343, 0.642, -0.323], [-0.021, -0.076, 0.035], [0.086, -0.085, -0.090], [0.020, -0.074, 0.130], [0.950, -0.752, -0.301], [0.405, -0.636, 0.213], [-0.623, 0.582, -0.044], [-0.309, 0.090, -0.106], [-0.071, -0.058, 0.024], [-0.181, 0.119, 0.218], [0.013, 0.410, 0.609], [-0.201, 0.232, -0.665]], "lumo_ev": -2.895, "gap_ha": 0.055, "largest_force_ev_per_a": 7.18, "e_tot_ev": -220731.0848, "charge": -1}